Density functional theory data (ωB97M-V/def2-TZVPD) for a structure of composition C16H20BCl3O3Tc in a non-equilibrium geometry.

Last column: Löwdin charge in e.
Cartesian coordinates (Å):
C: -0.7256 0.9431 -2.3494  -0.293
C: -0.9525 -0.4577 -2.6934  -0.472
C: 0.3569 -1.0744 -2.8033  -0.483
C: -2.2159 -1.0484 -3.1886  -0.110
C: 1.3426 -0.0372 -2.5216  -0.293
C: 0.6622 1.1605 -2.2402  -0.247
C: 1.3072 2.4746 -1.9642  -0.067
C: -1.7821 1.9674 -2.2210  -0.105
C: 0.6451 -2.3844 -3.4144  -0.116
C: 2.7953 -0.1865 -2.7236  -0.091
Tc: -0.4610 -1.4159 -0.8917  0.492
Cl: -1.6729 -3.2653 -0.5757  -0.230
Cl: -1.7880 -0.0812 0.6202  0.118
Cl: 1.4985 -2.0611 0.0714  -0.175
H: -3.0177 -0.3056 -3.1453  0.061
H: -2.4899 -1.9092 -2.5719  -0.005
H: -2.1260 -1.3836 -4.2310  0.064
H: -0.1021 -3.1275 -3.1150  0.047
H: 1.6315 -2.7343 -3.0856  0.060
H: 0.6469 -2.2981 -4.5104  0.062
H: 3.1674 -1.1290 -2.3070  0.048
H: 3.3415 0.6513 -2.2720  0.060
H: 3.0287 -0.1734 -3.7988  0.068
H: 2.2183 2.3445 -1.3717  0.067
H: 0.6324 3.1463 -1.4264  0.053
H: 1.5925 2.9946 -2.8877  0.070
H: -2.6962 1.5275 -1.8053  0.050
H: -2.0277 2.4266 -3.1928  0.066
H: -1.4611 2.7727 -1.5440  0.056
O: 0.7106 1.5412 1.4514  0.160
H: 0.2234 2.3120 1.1516  0.095
O: 0.3299 -0.5157 2.7192  0.105
B: -0.0798 0.7886 2.2664  -0.962
O: -0.9161 1.4014 3.2522  0.134
C: -0.8163 0.5906 4.3449  -0.194
C: -0.8524 1.0271 5.6558  -0.033
C: -0.3224 0.1882 6.6467  -0.136
C: 0.2207 -1.0652 6.3136  -0.126
C: 0.3489 -1.4717 4.9755  -0.009
C: -0.1319 -0.6153 3.9922  -0.180
H: -1.2479 2.0159 5.8856  0.106
H: -0.3100 0.5485 7.6786  0.080
H: 0.6206 -1.6909 7.1235  0.086
H: 0.8744 -2.3907 4.7032  0.118

Atomic forces in eV per Å
0.4077 -0.7951 -0.6629
0.5132 1.0918 -0.6693
0.2278 1.1688 -0.3023
-0.6107 -0.1491 -0.4628
-1.0376 -0.4715 -0.5167
-0.6564 -0.5671 -0.0946
0.1877 0.1137 0.1850
-0.2784 0.2577 0.2768
0.2759 -0.4615 -0.5628
0.4183 0.0213 0.0657
0.9163 2.2715 1.4716
-1.3171 -2.0212 -0.1711
-0.6767 1.0129 1.2592
2.1895 -0.9250 1.1444
-0.1058 -0.1036 0.0107
-0.2980 0.0784 -0.3521
-0.1059 -0.0100 -0.1240
0.1613 0.0299 -0.1566
-0.1890 -0.0972 -0.0809
0.1089 -0.2603 -0.2406
0.0370 0.1326 0.0509
0.0425 -0.2161 0.0235
0.1515 -0.0780 -0.0318
-0.0863 0.1020 0.0495
0.0753 -0.0171 0.0658
0.0093 -0.0133 -0.0311
0.0886 0.1512 -0.0131
-0.0739 0.0283 0.0791
-0.2040 -0.0873 -0.1155
-0.0061 -0.0688 -0.0850
-0.0040 0.0443 -0.1707
-0.5211 0.4625 0.3175
-0.4188 -1.1998 -0.1590
-0.0202 -0.1717 0.2698
1.2758 -0.3646 -0.1738
-0.4158 -0.3092 0.0075
-0.1063 -0.4071 -0.0490
-0.1245 0.3964 0.3181
-0.2887 -0.1604 0.0128
0.5991 1.4308 0.2828
0.1670 -0.1753 -0.0262
-0.0476 -0.2750 -0.2418
-0.1599 0.2107 -0.4437
-0.1002 0.4003 0.0467

Spin multiplicity: 4
DFT total energy (Eh): -2333.79663
Net charge: -2
LUMO level (spin up / spin down) (eV): 4.88 / 4.88
Molecular weight (u): 475.50
HOMO (spin up / spin down) (eV): 1.21 / 0.81
<S²>: 3.790
Orbital gap (spin up / spin down) (eV): 3.6672 / 4.0702

---

Density functional theory data (ωB97M-V/def2-TZVPD) for a structure of composition C16H20BF3N3O7P2Pt in a non-equilibrium geometry.

Last column: Löwdin charge in e.
Cartesian coordinates (Å):
Pt: -1.0971 -2.1254 -1.0479  0.809
C: 2.5837 -1.4159 -2.0163  -0.231
P: 1.3323 -1.8127 -0.7417  0.843
C: 2.2366 -3.1258 0.1970  -0.226
C: 1.4625 -0.4447 0.4753  -0.366
C: 2.4562 0.5258 0.4661  -0.081
C: 2.4538 1.5470 1.4013  -0.097
C: 1.4525 1.6161 2.3541  -0.087
C: 0.4515 0.6604 2.3698  -0.087
C: 0.4408 -0.3582 1.4292  -0.389
P: -0.8987 -1.6016 1.3841  0.846
C: -0.5814 -2.4625 3.0037  -0.236
C: -2.4137 -0.6616 1.7911  -0.258
H: 3.5908 -1.3659 -1.6027  0.043
H: 2.3119 -0.4823 -2.5014  0.036
H: 2.5274 -2.2084 -2.7606  0.045
H: 3.1496 -2.7403 0.6518  0.046
H: 2.4856 -3.9303 -0.4931  0.043
H: 1.5797 -3.5271 0.9671  0.025
H: 3.2391 0.5023 -0.2775  0.098
H: 3.2279 2.2993 1.3722  0.102
H: 1.4523 2.4099 3.0888  0.100
H: -0.3291 0.7240 3.1154  0.097
H: -0.6174 -1.7606 3.8349  0.035
H: 0.3920 -2.9467 2.9815  0.027
H: -1.3468 -3.2230 3.1340  0.038
H: -2.3869 -0.2085 2.7797  0.031
H: -3.2526 -1.3523 1.7241  0.045
H: -2.5219 0.0962 1.0198  0.029
F: -3.8669 -1.0600 -1.6805  0.091
B: -3.1061 -2.1582 -1.4608  -0.758
F: -3.9705 -3.1948 -1.3770  0.092
F: -3.5696 4.6453 -0.1971  0.064
C: -2.2627 4.3188 -0.3158  -0.172
C: -1.8829 3.4293 -1.2634  0.055
N: -0.5779 3.1237 -1.4772  -0.006
C: -0.2297 2.0985 -2.4205  -0.031
C: -0.5704 0.6533 -1.8902  -0.697
O: -0.2678 -0.2503 -2.6729  -0.055
O: -1.0967 0.5696 -0.7759  -0.046
C: 0.4200 3.6371 -0.6739  -0.465
O: 1.5946 3.3924 -0.8344  0.076
N: -0.0156 4.4992 0.3046  0.219
C: -1.3163 4.9196 0.5930  -0.409
O: -1.5274 5.6912 1.5063  0.077
H: -2.6086 2.9501 -1.9027  0.158
H: 0.8422 2.1515 -2.6090  0.124
H: -0.7778 2.2315 -3.3521  0.130
H: 0.7092 4.8635 0.9131  0.167
O: 0.4919 -3.9147 -2.4485  -0.109
N: 0.1779 -4.7923 -1.6400  -0.648
O: 0.6551 -5.9100 -1.7039  -0.010
O: -0.6254 -4.5225 -0.7236  -0.128

Atomic forces in eV per Å
1.1041 0.2151 -0.0121
-0.5107 -0.0241 -0.0844
0.2857 -0.2720 0.7071
-0.2827 0.0896 -0.2476
-0.1095 0.1773 -0.0755
0.0343 -0.1815 0.0336
0.0286 0.0778 0.0878
0.1424 0.0525 0.0688
0.0269 -0.0941 -0.0058
0.0505 -0.0907 0.0446
-0.7847 0.1426 -0.3270
-0.1303 -0.1057 -0.6427
0.2446 -0.0302 0.0333
-0.0416 -0.0095 0.0815
0.0262 0.0757 -0.0337
0.0161 -0.0661 -0.0067
-0.0130 0.0811 -0.0449
-0.0184 -0.1154 -0.0217
0.0101 -0.0456 0.0067
0.0440 -0.0165 -0.0952
0.0410 0.0749 -0.0274
-0.0136 0.0744 0.0265
-0.0956 0.0037 0.0305
-0.0038 0.1322 -0.0009
0.0496 -0.0424 0.0041
-0.0597 -0.1121 0.0803
-0.0365 0.0782 0.1241
-0.0444 -0.0229 0.0434
-0.0487 0.0586 -0.0362
0.5463 0.5329 -0.3299
-0.5376 -0.0309 1.2208
0.5085 -0.5697 -0.1522
0.3131 -0.0375 0.1294
-0.4599 -0.5038 -0.6395
-0.3286 0.7592 0.7565
0.2090 0.2437 0.2024
0.0533 -1.2328 -0.0760
0.0047 1.6618 0.0045
0.0305 -1.1454 -0.5535
-0.3576 0.2665 0.2744
-0.0679 0.0507 -0.2560
0.3411 -0.0341 0.0169
-0.0449 0.1895 0.3212
0.3389 -0.0032 0.0871
-0.1766 -0.0401 -0.1082
-0.0327 -0.0461 -0.0103
-0.1742 0.0283 -0.0565
0.0529 0.1382 -0.0341
-0.1462 -0.0744 -0.1535
0.2683 0.8445 -0.9554
0.0129 -0.5037 0.2048
0.5865 -1.1205 -0.1303
-0.8504 0.5222 0.5268

DFT total energy (Eh): -2439.29094
Net charge: -1
LUMO level (spin up / spin down) (eV): 2.43 / 2.43
Molecular weight (u): 691.18
HOMO (spin up / spin down) (eV): -4.54 / -4.54
Orbital gap (spin up / spin down) (eV): 6.9690 / 6.9680

---

Density functional theory data (ωB97M-V/def2-TZVPD) for a structure of composition C16H20BF4N3S4V.

Last column: Löwdin charge in e.
Cartesian coordinates (Å):
V: 0.0305 -0.1693 0.3131  0.352
C: 1.8845 2.8419 -0.8182  -0.096
N: 0.5060 2.3769 -0.9053  -0.206
C: -0.4119 3.3840 -0.3901  -0.079
C: 0.2318 1.9295 -2.2459  -0.203
C: -0.3370 2.7496 -3.2049  -0.040
C: -0.5873 2.2726 -4.4854  -0.116
C: -0.2794 0.9590 -4.7966  -0.109
C: 0.2869 0.1268 -3.8416  -0.033
C: 0.5740 0.5966 -2.5591  -0.225
N: 1.0766 -0.1705 -1.5174  -0.027
C: 2.2249 -0.8721 -1.6143  -0.234
C: 3.0016 -1.0827 -2.7808  -0.039
C: 4.1496 -1.8570 -2.7570  -0.141
C: 4.6021 -2.4441 -1.5845  -0.145
C: 3.8990 -2.1847 -0.4078  -0.060
C: 2.7606 -1.4064 -0.4038  -0.199
N: 2.1182 -1.0000 0.8344  -0.273
C: 2.0691 -2.0571 1.8539  -0.138
C: 2.8024 0.1813 1.3928  -0.091
H: 2.0514 3.7225 -1.4604  0.086
H: 2.1119 3.1231 0.2126  0.080
H: 2.5626 2.0475 -1.1305  0.082
H: -0.2390 4.3795 -0.8338  0.077
H: -1.4404 3.0814 -0.5676  0.073
H: -0.2665 3.4629 0.6889  0.090
H: -0.6261 3.7594 -2.9427  0.103
H: -1.0618 2.9141 -5.2184  0.086
H: -0.5128 0.5638 -5.7792  0.087
H: 0.4699 -0.9169 -4.0634  0.111
H: 2.6789 -0.6462 -3.7155  0.083
H: 4.6947 -2.0093 -3.6837  0.084
H: 5.4859 -3.0703 -1.5729  0.074
H: 4.2637 -2.5865 0.5303  0.096
H: 1.4141 -1.7235 2.6570  0.015
H: 3.0664 -2.2769 2.2629  0.075
H: 1.6309 -2.9509 1.4186  0.054
H: 2.5345 0.2742 2.4435  0.061
H: 3.8910 0.0979 1.2792  0.091
H: 2.4657 1.0848 0.8904  0.047
S: -0.4793 0.5026 2.7668  -0.107
S: -1.1515 -1.3339 3.5120  -0.218
S: -2.2927 -2.0991 2.0049  -0.167
S: -0.9538 -2.4260 0.4446  -0.041
F: -3.5034 2.2380 -0.2061  0.092
B: -3.1106 1.1069 -0.9438  -1.239
F: -2.9211 1.4658 -2.2828  0.118
F: -4.0355 0.0864 -0.8258  0.128
F: -1.8256 0.6718 -0.4151  -0.018

Atomic forces in eV per Å
-0.1484 0.1629 0.1453
-0.0118 -0.0091 0.0240
0.0327 -0.0061 0.0126
-0.0252 0.0158 0.0126
-0.0423 -0.0701 -0.0495
0.0253 -0.0143 0.0469
-0.0206 0.0094 -0.0354
-0.0082 0.0041 -0.0157
0.0430 0.0358 0.0280
-0.0655 0.0582 0.0533
0.1742 -0.0589 -0.0976
0.0692 -0.0097 0.0176
-0.0503 -0.0091 0.0147
0.0126 -0.0041 -0.0063
0.0219 -0.0183 -0.0061
-0.0224 0.0284 0.0142
-0.0114 0.0172 -0.0978
-0.0952 0.0169 0.0672
0.0403 -0.0327 -0.0392
0.0293 0.0001 0.0445
-0.0016 0.0020 -0.0035
0.0028 -0.0063 0.0080
0.0053 0.0022 -0.0090
0.0074 -0.0135 -0.0117
0.0398 0.0333 0.0177
0.0009 0.0038 0.0008
-0.0015 0.0019 -0.0064
0.0005 0.0008 0.0015
-0.0014 0.0038 0.0003
0.0034 0.0008 -0.0018
-0.0079 0.0126 0.0077
0.0052 -0.0059 0.0036
-0.0034 0.0027 -0.0037
0.0020 -0.0006 -0.0039
0.0069 -0.0062 0.0073
0.0071 0.0157 -0.0067
0.0152 -0.0104 0.0094
-0.0628 0.0301 -0.0144
0.0061 -0.0473 0.0729
0.0669 0.0132 -0.0880
0.0170 -0.1259 -0.0352
0.1128 0.1636 0.0649
0.0116 -0.0392 -0.1593
-0.1025 -0.1405 0.0747
0.0091 -0.0174 -0.0236
-0.0679 0.0077 0.0551
-0.0068 -0.0069 -0.0113
0.0033 -0.0180 0.0078
-0.0148 0.0275 -0.0867

Spin multiplicity: 4
DFT total energy (Eh): -3747.42675
Net charge: -2
LUMO level (spin up / spin down) (eV): 4.82 / 4.82
Molecular weight (u): 520.37
HOMO (spin up / spin down) (eV): -0.65 / -1.01
<S²>: 3.760
Orbital gap (spin up / spin down) (eV): 5.4717 / 5.8234